## 1
16
Properties=species:S:1:pos:R:3:nbo_charge:R:1 method="wB97M-V/def2-TZVPD" e_homo_ev=-11.605 orbital_gap_ev=12.752 spin_multiplicity=1 smiles=CC.CC
C 1.945 -1.615 0.115 -0.61
C -1.064 1.695 1.091 -0.61
C 0.874 -1.497 -0.999 -0.61
C -1.814 1.299 -0.170 -0.62
H -1.708 1.746 1.967 0.20
H -1.330 1.723 -1.046 0.20
H -2.778 1.818 -0.224 0.21
H -0.011 -2.103 -0.815 0.21
H -0.523 2.652 1.028 0.21
H 2.809 -2.157 -0.271 0.20
H -1.799 0.230 -0.398 0.21
H 1.315 -1.642 -1.979 0.21
H -0.259 1.004 1.333 0.20
H 0.481 -0.480 -0.986 0.20
H 1.523 -2.052 1.015 0.21
H 2.339 -0.621 0.337 0.20


## 2
16
Properties=species:S:1:pos:R:3:nbo_charge:R:1 method="wB97M-V/def2-TZVPD" e_homo_ev=-10.914 orbital_gap_ev=12.086 spin_multiplicity=1 smiles=CC.CC
C -0.806 -0.862 1.830 -0.60
C -0.269 1.088 -1.076 -0.60
C -0.089 -1.675 0.800 -0.61
C 1.193 1.528 -1.527 -0.60
H 1.298 2.642 -1.608 0.20
H 1.405 1.114 -2.475 0.20
H -0.561 1.373 -0.126 0.20
H 0.810 -1.193 0.362 0.20
H -0.418 -0.832 2.796 0.21
H -0.052 -0.086 -0.983 0.19
H -0.706 -1.905 0.009 0.21
H -0.935 1.268 -1.933 0.21
H -1.049 0.226 1.573 0.20
H -1.945 -1.219 1.741 0.20
H 1.837 1.089 -0.807 0.20
H 0.285 -2.556 1.424 0.21


## 3
16
Properties=species:S:1:pos:R:3:nbo_charge:R:1 method="wB97M-V/def2-TZVPD" e_homo_ev=-11.641 orbital_gap_ev=12.803 spin_multiplicity=1 smiles=CC.CC
C 1.455 0.167 1.052 -0.62
C -1.845 0.301 -0.908 -0.61
C 1.667 -0.812 2.203 -0.61
C -1.283 0.328 -2.347 -0.61
H 1.721 1.175 1.387 0.20
H -2.936 0.336 -0.867 0.20
H -0.377 0.933 -2.336 0.21
H 0.922 -1.606 2.271 0.20
H 0.432 0.256 0.696 0.21
H 2.106 -0.036 0.203 0.20
H 2.650 -1.271 2.104 0.21
H -1.543 1.163 -0.317 0.20
H -1.491 -0.639 -0.488 0.20
H -1.120 -0.679 -2.716 0.20
H 1.619 -0.301 3.165 0.20
H -1.971 0.832 -3.026 0.20


## 4
16
Properties=species:S:1:pos:R:3:nbo_charge:R:1 method="wB97M-V/def2-TZVPD" e_homo_ev=-11.360 orbital_gap_ev=12.510 spin_multiplicity=1 smiles=CC.CC
C -1.064 1.184 -2.059 -0.62
C 0.874 -0.983 2.594 -0.62
C 0.435 1.031 -2.073 -0.62
C -0.252 -1.225 1.562 -0.62
H -1.559 0.471 -1.391 0.21
H 1.035 1.887 -1.704 0.20
H -1.394 0.814 -3.039 0.20
H 0.770 0.179 -1.514 0.21
H 1.330 -0.033 2.387 0.21
H 1.592 -1.773 2.793 0.21
H -0.185 -0.475 0.772 0.21
H -1.397 2.217 -2.030 0.21
H 0.825 0.993 -3.089 0.20
H -0.201 -2.247 1.182 0.21
H 0.425 -0.749 3.585 0.20
H -1.236 -1.291 2.022 0.21


On energetic grounds, 3 is preferred over the next structure by 8.6 kJ/mol.


## 1
16
Properties=species:S:1:pos:R:3:nbo_charge:R:1 method="wB97M-V/def2-TZVPD" e_homo_ev=-11.376 orbital_gap_ev=12.557 spin_multiplicity=1 smiles=CC.CC
C 1.095 -0.325 -1.865 -0.61
C 0.137 -1.465 -1.688 -0.62
C -1.049 0.165 1.869 -0.62
C -0.181 1.487 1.614 -0.62
H -1.286 -0.301 0.930 0.21
H -0.558 2.414 2.045 0.20
H 0.477 -2.489 -1.763 0.21
H -0.446 -0.383 2.563 0.21
H -1.878 0.568 2.439 0.21
H 2.064 -0.458 -1.425 0.21
H 1.338 -0.054 -2.914 0.20
H 0.790 1.260 2.036 0.20
H 0.598 0.563 -1.440 0.21
H -0.766 -1.506 -2.303 0.21
H 0.004 1.853 0.567 0.20
H -0.338 -1.331 -0.666 0.20


## 2
16
Properties=species:S:1:pos:R:3:nbo_charge:R:1 method="wB97M-V/def2-TZVPD" e_homo_ev=-11.193 orbital_gap_ev=12.476 spin_multiplicity=1 smiles=CCC.C
C 1.770 2.566 -1.815 -0.61
C -2.597 -3.519 5.423 -0.86
C 1.255 1.825 -3.034 -0.40
C 0.572 0.440 -2.650 -0.61
H 1.902 1.693 -3.823 0.20
H -0.418 0.567 -2.487 0.20
H -2.165 -4.448 5.861 0.22
H -3.195 -2.840 6.168 0.21
H 2.362 3.416 -1.982 0.21
H 2.475 1.869 -1.409 0.20
H 0.620 2.421 -3.624 0.19
H -3.256 -3.765 4.588 0.21
H 0.967 2.799 -1.097 0.20
H 0.558 -0.379 -3.420 0.21
H 1.005 0.129 -1.701 0.20
H -1.855 -2.773 5.001 0.22


## 3
16
Properties=species:S:1:pos:R:3:nbo_charge:R:1 method="wB97M-V/def2-TZVPD" e_homo_ev=-11.647 orbital_gap_ev=12.803 spin_multiplicity=1 smiles=CC.CC
C -2.212 -0.915 -0.691 -0.61
C 2.298 0.747 -0.324 -0.61
C -1.435 -1.458 0.533 -0.61
C 1.336 1.590 0.523 -0.61
H -1.949 0.138 -0.868 0.20
H -1.164 -0.635 1.194 0.20
H 1.768 0.146 -1.069 0.20
H -2.013 -2.176 1.102 0.20
H 0.940 0.996 1.337 0.20
H -2.097 -1.496 -1.592 0.21
H 2.880 0.001 0.218 0.20
H 3.036 1.355 -0.840 0.20
H -3.254 -0.748 -0.416 0.20
H 1.861 2.456 0.939 0.20
H 0.552 1.916 -0.152 0.20
H -0.549 -1.917 0.107 0.20


## 4
16
Properties=species:S:1:pos:R:3:nbo_charge:R:1 method="wB97M-V/def2-TZVPD" e_homo_ev=-11.256 orbital_gap_ev=12.435 spin_multiplicity=1 smiles=CC.CC
C -0.053 -1.976 0.734 -0.62
C -0.221 1.749 0.427 -0.61
C 1.148 -1.609 -0.149 -0.61
C -0.806 1.823 -0.993 -0.61
H -0.666 -1.107 0.975 0.20
H 1.415 -2.464 -0.776 0.20
H -1.678 1.171 -1.093 0.20
H 0.877 -0.860 -0.896 0.20
H -0.435 0.794 0.895 0.20
H 0.287 -2.288 1.719 0.21
H 0.849 1.907 0.364 0.21
H -0.755 -2.560 0.140 0.21
H -0.713 2.398 1.155 0.20
H 2.011 -1.269 0.413 0.21
H -1.225 2.796 -1.235 0.21
H -0.036 1.495 -1.682 0.20


On energetic grounds, 3 is preferred over the next structure by 15.6 kJ/mol.


## 1
16
Properties=species:S:1:pos:R:3:nbo_charge:R:1 method="wB97M-V/def2-TZVPD" e_homo_ev=-9.398 orbital_gap_ev=10.038 spin_multiplicity=1 smiles="CNC(=O)CCS"
S -1.647 -1.432 -1.071 -0.03
O 1.895 0.892 0.942 -0.63
N -0.306 0.977 0.445 -0.62
C -0.519 2.316 0.948 -0.42
C 1.015 -0.828 -0.496 -0.50
C 0.905 0.408 0.394 0.66
C -0.116 -1.937 -0.318 -0.54
H -1.460 2.336 1.492 0.20
H 1.992 -1.327 -0.281 0.24
H -0.304 -2.090 0.776 0.23
H -0.605 3.102 0.148 0.19
H -1.031 0.542 -0.110 0.40
H 0.252 -2.890 -0.729 0.23
H -1.409 -2.049 -2.229 0.13
H 0.263 2.550 1.640 0.24
H 1.077 -0.571 -1.551 0.23


## 2
16
Properties=species:S:1:pos:R:3:nbo_charge:R:1 method="wB97M-V/def2-TZVPD" e_homo_ev=-7.987 orbital_gap_ev=4.935 spin_multiplicity=1
S 0.111 1.887 -0.932 -0.29
O -2.036 -1.604 1.344 -0.45
N 1.200 -0.215 0.845 -0.62
C -0.779 0.366 -0.565 -0.69
C 2.089 -0.951 -0.098 -0.42
C -0.156 -0.411 0.545 0.37
C -0.841 -1.405 1.308 0.30
H -0.180 -2.042 1.927 0.13
H -0.793 -0.282 -1.458 0.32
H -1.821 0.556 -0.279 0.30
H -2.261 3.376 -1.229 0.01
H 3.089 -0.992 0.325 0.22
H 1.436 0.766 0.865 0.42
H -2.976 3.259 -1.240 -0.02
H 2.173 -0.353 -1.011 0.22
H 1.745 -1.953 -0.347 0.21


On energetic grounds, 1 is preferred over the next structure by 492.0 kJ/mol.


## 1
16
Properties=species:S:1:pos:R:3:nbo_charge:R:1 method="wB97M-V/def2-TZVPD" e_homo_ev=-9.188 orbital_gap_ev=9.574 spin_multiplicity=1 smiles="N[C@@H](C=O)CCS"
S 2.989 -0.472 0.393 -0.08
O -2.433 1.017 -1.743 -0.51
N -1.906 0.655 1.072 -0.82
C -1.457 -0.296 0.078 -0.12
C 0.145 0.030 -0.105 -0.42
C 1.178 -0.425 1.032 -0.49
C -2.210 -0.140 -1.375 0.43
H 3.040 0.451 -0.629 0.14
H -1.311 0.501 1.867 0.35
H -1.767 1.578 0.670 0.36
H 0.919 0.322 1.893 0.21
H -1.615 -1.220 0.512 0.19
H -2.057 -0.939 -2.073 0.13
H 0.500 -0.464 -0.998 0.20
H 0.323 1.109 -0.174 0.21
H 1.012 -1.511 1.302 0.22


## 2
16
Properties=species:S:1:pos:R:3:nbo_charge:R:1 method="wB97M-V/def2-TZVPD" e_homo_ev=-9.257 orbital_gap_ev=9.957 spin_multiplicity=1 smiles="O=CNCCCS"
S -0.012 1.112 2.150 -0.02
O 3.300 -0.282 -0.082 -0.60
N 1.034 -0.068 -0.502 -0.63
C -1.365 -0.372 -0.149 -0.43
C -0.225 -0.487 -1.037 -0.22
C -1.306 0.866 0.828 -0.52
C 2.186 -0.762 -0.243 0.54
H -2.418 -0.589 -0.653 0.24
H -2.280 0.894 1.405 0.24
H -0.033 -1.472 -1.425 0.22
H 1.070 1.496 1.392 0.11
H -0.445 0.186 -2.031 0.18
H -1.360 -1.297 0.599 0.20
H 1.112 0.941 -0.216 0.39
H -1.284 1.732 0.248 0.20
H 2.026 -1.898 -0.283 0.10


On energetic grounds, 2 is preferred over the next structure by 75.7 kJ/mol.


## 1
16
Properties=species:S:1:pos:R:3:nbo_charge:R:1 method="wB97M-V/def2-TZVPD" e_homo_ev=-8.936 orbital_gap_ev=9.760 spin_multiplicity=1
S 1.283 1.045 0.591 1.33
O 1.994 1.438 -0.708 -0.98
N -0.347 1.560 0.437 -0.81
C 0.822 -1.690 1.294 -0.42
C -0.281 -1.326 0.301 -0.44
C -0.727 1.521 -0.978 -0.42
C 1.133 -0.778 0.192 -0.42
H 1.254 -2.621 1.152 0.22
H -1.059 -0.664 0.688 0.26
H -0.427 -2.152 -0.419 0.23
H -0.277 2.271 -1.521 0.20
H -0.440 2.462 0.788 0.38
H 0.707 -1.279 2.324 0.22
H -1.735 1.573 -0.974 0.19
H -0.410 0.508 -1.205 0.22
H 1.925 -1.079 -0.406 0.25


## 2
16
Properties=species:S:1:pos:R:3:nbo_charge:R:1 method="wB97M-V/def2-TZVPD" e_homo_ev=-8.589 orbital_gap_ev=9.401 spin_multiplicity=1 smiles="CC(=O)NCCS"
S -1.919 2.247 -1.002 -0.06
O 1.622 -0.208 -0.245 -0.61
N -0.393 -0.772 0.365 -0.66
C 1.549 -0.786 2.094 -0.73
C 1.034 -0.683 0.709 0.68
C -0.811 -0.404 -0.959 -0.24
C -0.489 1.161 -1.313 -0.53
H 2.317 -0.014 2.068 0.26
H -0.276 -0.839 -1.806 0.20
H 0.837 -0.676 2.991 0.24
H 0.279 1.406 -0.471 0.25
H 2.004 -1.763 2.381 0.25
H -1.095 -1.177 0.990 0.40
H -1.840 -0.582 -1.334 0.22
H -2.723 1.928 -2.128 0.12
H -0.095 1.163 -2.340 0.22


On energetic grounds, 2 is preferred over the next structure by 168.6 kJ/mol.


## 1
16
Properties=species:S:1:pos:R:3:nbo_charge:R:1 method="wB97M-V/def2-TZVPD" e_homo_ev=-9.472 orbital_gap_ev=10.126 spin_multiplicity=1 smiles="C[C@H](CS)NC=O"
S -2.260 1.280 0.668 -0.08
O 1.792 -0.492 -2.002 -0.63
N -0.209 -0.032 -1.201 -0.65
C -0.406 1.061 0.971 -0.52
C 0.429 0.009 0.254 -0.04
C 0.577 -0.375 -2.248 0.51
C 0.538 -1.475 0.759 -0.62
H -0.014 -0.343 -3.226 0.13
H -0.403 -2.006 0.841 0.22
H -1.164 0.393 -1.335 0.41
H -0.413 0.870 2.122 0.23
H 0.214 1.976 0.774 0.23
H 1.173 -1.320 1.623 0.21
H 1.471 0.359 0.310 0.23
H -2.421 2.173 1.631 0.14
H 1.097 -2.078 0.060 0.23


## 2
16
Properties=species:S:1:pos:R:3:nbo_charge:R:1 method="wB97M-V/def2-TZVPD" e_homo_ev=-9.049 orbital_gap_ev=9.803 spin_multiplicity=1 smiles="NC(=O)CCCS"
S -0.197 2.220 0.700 -0.05
O 1.657 -0.625 -1.201 -0.57
N 0.587 -2.563 -0.692 -0.88
C -0.731 -0.506 -0.941 -0.51
C 0.622 -1.183 -0.933 0.68
C -0.434 0.560 1.401 -0.51
C -1.295 -0.290 0.474 -0.40
H 0.191 -2.973 0.136 0.39
H 0.374 2.766 1.776 0.13
H -1.556 -1.238 0.945 0.21
H -0.968 0.653 2.346 0.22
H -0.609 0.458 -1.434 0.24
H 0.543 0.104 1.543 0.21
H -1.439 -1.124 -1.485 0.23
H -2.238 0.251 0.320 0.22
H 1.398 -3.015 -1.084 0.40


## 3
16
Properties=species:S:1:pos:R:3:nbo_charge:R:1 method="wB97M-V/def2-TZVPD" e_homo_ev=-8.673 orbital_gap_ev=9.595 spin_multiplicity=1
S 2.518 -0.184 -0.073 0.23
O -1.227 -0.114 -0.440 -0.43
N -0.994 -0.998 0.624 -0.14
C 0.203 -1.448 0.512 0.07
C -2.410 0.522 -0.158 -0.24
C 1.673 1.361 0.308 -0.75
C 1.191 -1.205 -0.634 -0.63
H 2.392 2.080 0.655 0.23
H 1.181 1.747 -0.577 0.22
H -2.333 1.069 0.803 0.17
H -2.575 1.249 -0.977 0.19
H 0.590 -0.833 -1.428 0.24
H 0.542 -2.048 1.344 0.19
H 0.902 1.189 1.058 0.22
H -3.233 -0.209 -0.128 0.18
H 1.580 -2.177 -0.889 0.25


On energetic grounds, 2 is preferred over the next structure by 129.8 kJ/mol.